Record 1
Density functional theory data (wB97M-V/def2-TZVPD) for an isolated molecule of C5H10NP in a non-equilibrium geometry.

The value obtained for the energy relative to the best compared isomer or geometry (same formula, charge and spin) is 56.9 kcal/mol. As for the gap between HOMO and LUMO: 0.3398 Ha. For the HOMO energy, the calculation gives -8.69 eV. As for the SMILES: C=N[C@H](C)/P=C/C. As for the lowest unoccupied orbital energy: 0.021 hartree.

Structure (ORCA input):
```
! wB97M-V def2-TZVPD RIJCOSX def2/J DEFGRID3
* xyz 0 1
C -2.33 -1.39 -0.70
N -1.43 -1.26 0.11
C -0.70 0.32 0.45
C -1.79 1.38 0.12
P 0.65 0.37 -0.71
C 1.78 -0.21 0.32
C 3.23 -0.25 -0.02
H -2.74 -2.28 -0.95
H -2.81 -0.63 -1.34
H -0.57 0.31 1.58
H -1.14 2.35 0.18
H -2.58 1.35 0.85
H -2.11 1.19 -0.90
H 1.48 -0.46 1.38
H 3.50 -0.17 -1.02
H 3.81 0.55 0.43
H 3.73 -1.19 0.21
*
```

***

Record 2
Density functional theory data (wB97M-V/def2-TZVPD) for an isolated molecule of CH3BrClN in a non-equilibrium geometry.

The value obtained for the energy relative to the best compared isomer or geometry (same formula, charge and spin) is 64.0 kcal/mol. As for the gap between HOMO and LUMO: 0.3295 Ha. For the HOMO energy, the calculation gives -9.95 eV. As for the SMILES: CN(Cl)Br. As for the lowest unoccupied orbital energy: -0.036 hartree.

Structure (ORCA input):
```
! wB97M-V def2-TZVPD RIJCOSX def2/J DEFGRID3
* xyz 0 1
C -0.70 0.19 -0.01
N 0.60 -0.31 0.56
Cl 0.87 -1.85 -0.15
Br 1.99 1.10 -0.08
H -0.80 1.11 0.60
H -0.74 0.54 -1.06
H -1.22 -0.78 0.14
*
```

***

Record 3
Density functional theory data (wB97M-V/def2-TZVPD) for a cluster of 7 separate species, C3H20O7S in total in a non-equilibrium geometry.

The value obtained for the energy relative to the best compared isomer or geometry (same formula, charge and spin) is 18.7 kcal/mol. As for the gap between HOMO and LUMO: 0.3378 Ha. For the HOMO energy, the calculation gives -9.06 eV. As for the SMILES: OCCCS.O.O.O.O.O.O. As for the lowest unoccupied orbital energy: 0.005 hartree.

Structure (ORCA input):
```
! wB97M-V def2-TZVPD RIJCOSX def2/J DEFGRID3
* xyz 0 1
O -0.87 0.80 -1.85
C 0.12 1.85 -1.94
C 1.48 1.27 -1.52
C 2.04 2.11 -0.40
S 3.81 1.79 -0.17
H -1.33 0.91 -1.01
H 0.05 2.49 -2.80
H -0.19 2.53 -1.11
H 1.33 0.19 -1.50
H 2.17 1.33 -2.38
H 1.50 1.94 0.55
H 1.95 3.20 -0.72
H 4.02 1.31 -1.40
O -3.81 -0.57 0.30
H -3.20 -1.17 -0.17
H -4.26 -1.25 0.81
O 0.81 2.03 2.52
H 0.26 1.30 2.24
H 0.86 1.94 3.48
O -2.30 -3.42 0.26
H -2.48 -3.35 -0.67
H -1.57 -2.86 0.53
O 1.83 -2.53 2.20
H 1.49 -2.87 1.37
H 2.47 -1.81 2.17
O -0.64 -0.53 2.02
H -1.40 -0.80 2.58
H 0.14 -1.07 2.17
O -1.50 -1.88 -1.65
H -1.00 -1.11 -1.35
H -1.82 -1.76 -2.54
*
```

***

Record 4
Density functional theory data (wB97M-V/def2-TZVPD) for an isolated molecule of C2H3NO2 in a non-equilibrium geometry.

The value obtained for the energy relative to the best compared isomer or geometry (same formula, charge and spin) is 15.4 kcal/mol. As for the gap between HOMO and LUMO: 0.3611 Ha. For the HOMO energy, the calculation gives -9.90 eV. As for the SMILES: NC(=O)C=O. As for the lowest unoccupied orbital energy: -0.003 hartree.

Structure (ORCA input):
```
! wB97M-V def2-TZVPD RIJCOSX def2/J DEFGRID3
* xyz 0 1
N -1.18 -0.26 -0.05
C -0.12 0.58 -0.02
O -0.23 1.78 -0.05
C 1.28 -0.12 -0.09
O 2.31 0.46 0.04
H -2.12 0.12 0.19
H -1.08 -1.29 0.19
H 1.14 -1.25 -0.21
*
```

***

Record 5
Density functional theory data (wB97M-V/def2-TZVPD) for a cluster of 3 separate species, C4H10N2S in total in a non-equilibrium geometry.

The value obtained for the energy relative to the best compared isomer or geometry (same formula, charge and spin) is 200.8 kcal/mol. As for the gap between HOMO and LUMO: 0.3196 Ha. For the HOMO energy, the calculation gives -8.61 eV. As for the lowest unoccupied orbital energy: 0.003 hartree.

Structure (ORCA input):
```
! wB97M-V def2-TZVPD RIJCOSX def2/J DEFGRID3
* xyz 0 1
C 1.49 -1.47 2.10
C 0.81 0.09 2.05
C 0.21 0.05 0.44
C -1.11 -0.54 0.40
H 0.56 -2.37 1.90
H 2.49 -1.60 1.51
H 1.72 -1.33 3.24
H 1.60 0.90 2.15
H -0.24 0.14 2.81
H -1.27 -0.80 1.52
H -1.03 -1.52 -0.18
H -3.21 0.80 0.15
H -1.07 1.83 -0.15
H 1.02 0.55 -2.87
N -1.92 0.43 -0.31
N 0.81 0.57 -0.56
S -0.08 0.48 -2.12
*
```

***

Record 6
Density functional theory data (wB97M-V/def2-TZVPD) for a cluster of 2 separate species, C15H26FINO4 in total.

As for the gap between HOMO and LUMO: 0.3207 Ha. For the HOMO energy, the calculation gives -11.93 eV. As for the lowest unoccupied orbital energy: -0.118 hartree.

Structure (ORCA input):
```
! wB97M-V def2-TZVPD RIJCOSX def2/J DEFGRID3
* xyz 1 1
C -0.16 -2.36 1.90
C -0.40 -3.71 1.27
F 0.60 -4.58 1.75
C -1.74 -4.35 1.61
C -2.94 -3.49 1.39
C -4.09 -3.47 2.06
I -4.65 -4.56 3.70
C -5.00 -2.47 1.44
O -6.08 -2.12 1.77
O -4.33 -1.93 0.36
C -3.09 -2.52 0.27
O -2.32 -2.24 -0.60
H -0.19 -2.43 2.99
H -0.88 -1.61 1.57
H 0.83 -2.02 1.60
H -0.26 -3.67 0.19
H -1.86 -5.27 1.04
H -1.70 -4.63 2.67
C 2.55 0.95 -2.74
C 1.96 2.20 -2.12
N 0.53 2.07 -1.64
C -0.33 1.64 -2.80
C 0.01 3.43 -1.23
C 0.68 4.13 -0.07
C 0.33 1.02 -0.57
C 1.20 1.03 0.67
O 2.54 0.77 0.35
C 3.44 1.06 1.41
H 2.08 0.69 -3.69
H 3.60 1.14 -2.94
H 2.51 0.10 -2.07
H 1.94 3.01 -2.85
H 2.55 2.53 -1.27
H -0.18 2.34 -3.62
H -1.37 1.65 -2.48
H -0.05 0.64 -3.10
H -1.05 3.29 -1.03
H 0.10 4.04 -2.13
H 0.30 3.79 0.89
H 0.45 5.19 -0.13
H 1.77 4.04 -0.07
H 0.46 0.06 -1.07
H -0.72 1.10 -0.28
H 0.81 0.21 1.29
H 1.10 1.95 1.25
H 3.02 0.75 2.38
H 3.66 2.13 1.45
H 4.35 0.51 1.23
*
```

***

Record 7
Density functional theory data (wB97M-V/def2-TZVPD) for a cluster of 7 separate species, C35H61BO22Si in total.

As for the gap between HOMO and LUMO: 0.3478 Ha. For the HOMO energy, the calculation gives -9.39 eV. As for the SMILES: COB(O)[SiH2]CCCCCCCCOC(C)=O.C[C@@H]1COC(=O)O1.C[C@@H]1COC(=O)O1.C[C@@H]1COC(=O)O1.C[C@@H]1COC(=O)O1.C[C@@H]1COC(=O)O1.C[C@@H]1COC(=O)O1. As for the lowest unoccupied orbital energy: 0.003 hartree.

Structure (ORCA input):
```
! wB97M-V def2-TZVPD RIJCOSX def2/J DEFGRID3
* xyz 0 1
C -2.64 4.81 4.79
O -1.37 4.76 4.16
B -1.25 4.58 2.82
O -2.40 4.64 2.04
Si 0.59 4.31 1.97
C 0.46 2.95 0.66
C 1.00 1.59 1.12
C 0.27 1.03 2.35
C -0.77 -0.04 2.02
C -1.96 -0.04 3.00
C -3.17 0.67 2.38
C -4.28 1.01 3.36
C -5.25 2.05 2.84
O -5.88 1.59 1.63
C -5.48 2.05 0.45
C -6.28 1.45 -0.66
O -4.57 2.85 0.31
H -3.18 3.87 4.63
H -2.48 4.95 5.86
H -3.25 5.64 4.40
H -2.49 4.03 1.31
H 1.09 5.58 1.38
H 1.56 3.85 3.00
H 1.02 3.27 -0.23
H -0.57 2.85 0.32
H 0.90 0.88 0.30
H 2.08 1.67 1.31
H 0.99 0.61 3.06
H -0.22 1.85 2.90
H -0.29 -1.02 1.99
H -1.16 0.16 1.01
H -2.24 -1.06 3.30
H -1.67 0.48 3.91
H -3.56 0.04 1.58
H -2.81 1.59 1.90
H -3.86 1.37 4.31
H -4.85 0.10 3.61
H -4.77 3.02 2.66
H -6.07 2.19 3.54
H -5.66 0.70 -1.17
H -7.18 0.96 -0.28
H -6.54 2.22 -1.38
C 3.77 -1.92 5.27
C 3.91 -2.36 3.84
C 5.09 -1.79 3.08
O 4.59 -1.77 1.74
C 3.25 -1.63 1.79
O 2.57 -1.34 0.86
O 2.81 -1.86 3.04
H 2.83 -2.28 5.70
H 4.59 -2.31 5.86
H 3.78 -0.83 5.34
H 3.90 -3.45 3.76
H 6.00 -2.39 3.12
H 5.31 -0.76 3.38
C 0.34 -1.51 -1.39
C -0.23 -2.85 -1.04
C -0.15 -3.92 -2.11
O -1.30 -4.73 -1.82
C -2.21 -3.95 -1.20
O -3.34 -4.26 -1.00
O -1.66 -2.78 -0.84
H 0.13 -0.80 -0.60
H 1.42 -1.58 -1.50
H -0.10 -1.12 -2.31
H 0.20 -3.22 -0.10
H 0.75 -4.53 -2.09
H -0.28 -3.48 -3.11
C -2.30 5.97 -1.69
C -2.02 4.86 -2.67
C -3.18 3.94 -2.98
O -2.53 2.69 -3.26
C -1.36 2.68 -2.58
O -0.68 1.72 -2.41
O -1.08 3.91 -2.11
H -1.38 6.49 -1.43
H -2.99 6.68 -2.13
H -2.73 5.56 -0.77
H -1.57 5.24 -3.59
H -3.78 4.24 -3.84
H -3.81 3.81 -2.10
C 5.30 1.44 -2.98
C 6.06 0.93 -1.79
C 5.20 0.43 -0.64
O 6.06 0.66 0.49
C 6.88 1.69 0.19
O 7.56 2.26 0.98
O 6.81 1.97 -1.13
H 5.98 1.89 -3.70
H 4.77 0.61 -3.45
H 4.58 2.21 -2.68
H 6.78 0.16 -2.09
H 4.93 -0.62 -0.71
H 4.29 1.02 -0.52
C 8.76 -3.82 -1.68
C 7.33 -3.41 -1.43
C 6.29 -4.50 -1.58
O 5.13 -3.76 -1.99
C 5.56 -2.64 -2.63
O 4.87 -1.91 -3.26
O 6.88 -2.47 -2.43
H 9.41 -2.95 -1.66
H 9.09 -4.51 -0.91
H 8.86 -4.30 -2.65
H 7.23 -2.92 -0.46
H 6.06 -5.04 -0.67
H 6.55 -5.20 -2.38
C -6.63 -3.88 -1.60
C -6.48 -4.40 -3.00
C -5.75 -3.49 -3.97
O -6.34 -3.84 -5.23
C -7.59 -4.30 -4.99
O -8.41 -4.49 -5.82
O -7.76 -4.52 -3.67
H -7.25 -4.55 -1.01
H -5.65 -3.81 -1.15
H -7.10 -2.90 -1.60
H -6.01 -5.39 -3.01
H -4.68 -3.64 -4.01
H -5.97 -2.44 -3.76
*
```

***

Record 8
Density functional theory data (wB97M-V/def2-TZVPD) for a structure of composition C53H46ILuN9O5S4 in a non-equilibrium geometry.

The value obtained for the energy relative to the best compared isomer or geometry (same formula, charge and spin) is 24.0 kcal/mol. As for the gap between HOMO and LUMO (spin up / spin down): 0.0570 / 0.0596 Ha. For the HOMO energy (spin up / spin down), the calculation gives -2.37 / -2.44 eV. As for the lowest unoccupied orbital energy (spin up / spin down): -0.030 / -0.030 hartree. The expectation value of S² is 0.764.

Structure (ORCA input):
```
! wB97M-V def2-TZVPD RIJCOSX def2/J DEFGRID3
* xyz 0 2
Lu 1.45 -0.34 1.66
O -0.63 1.50 4.96
C -0.01 0.74 4.24
N 1.13 1.01 3.51
C 1.77 2.17 3.58
O 1.78 2.94 4.55
C 2.70 2.44 2.42
C 3.74 3.35 2.64
C 4.52 3.72 1.56
C 4.36 3.03 0.33
C 3.24 2.21 0.23
N 2.58 1.78 1.28
C -0.31 -0.73 4.25
C -1.07 -1.24 5.29
C -1.13 -2.65 5.44
C -0.61 -3.46 4.42
C -0.04 -2.84 3.33
N 0.17 -1.53 3.29
H 3.66 3.85 3.58
H 5.24 4.52 1.58
H 5.00 3.20 -0.50
H 2.94 1.90 -0.75
H -1.57 -0.54 5.99
H -1.47 -3.08 6.38
H -0.74 -4.55 4.39
H 0.27 -3.41 2.48
C -5.67 3.04 4.32
C -4.79 2.41 3.28
C -5.19 1.33 2.48
C -4.29 0.72 1.60
C -2.95 1.13 1.62
C -2.54 2.20 2.40
C -3.44 2.82 3.27
S -1.75 0.08 0.85
O -0.39 0.76 1.06
C -2.13 0.39 -0.85
C -2.14 1.71 -1.27
C -2.40 2.01 -2.57
C -2.61 0.96 -3.49
C -2.70 1.22 -4.89
C -2.75 0.19 -5.84
C -2.96 -1.11 -5.37
C -2.73 -1.40 -4.07
C -2.56 -0.40 -3.10
C -2.35 -0.69 -1.70
C -2.41 -2.13 -1.24
C -3.63 -2.88 -1.13
C -4.86 -2.33 -1.53
C -6.03 -3.04 -1.45
C -6.03 -4.38 -1.00
C -4.86 -4.94 -0.59
C -3.62 -4.23 -0.66
C -2.39 -4.74 -0.15
C -1.20 -4.07 -0.44
C -1.22 -2.77 -0.96
S 0.40 -1.97 -1.08
O 0.81 -1.94 0.40
C 1.26 -3.37 -1.90
C 1.07 -3.66 -3.25
C 1.74 -4.76 -3.80
C 2.72 -5.46 -3.00
C 3.59 -6.58 -3.60
C 2.87 -5.13 -1.63
C 2.13 -4.11 -1.12
H -5.19 2.88 5.30
H -6.71 2.62 4.19
H -5.85 4.13 4.18
H -6.24 1.01 2.51
H -4.56 -0.10 0.94
H -1.50 2.51 2.41
H -3.17 3.61 3.98
H -1.91 2.45 -0.51
H -2.27 3.02 -2.95
H -2.60 2.26 -5.19
H -2.55 0.32 -6.92
H -3.07 -1.90 -6.10
H -2.63 -2.43 -3.71
H -4.84 -1.35 -2.03
H -6.95 -2.54 -1.71
H -6.98 -4.93 -1.02
H -4.82 -5.91 -0.12
H -2.42 -5.67 0.44
H -0.27 -4.62 -0.30
H 0.46 -3.04 -3.89
H 1.60 -5.06 -4.87
H 4.69 -6.34 -3.52
H 3.34 -6.74 -4.68
H 3.43 -7.56 -3.10
H 3.42 -5.86 -0.99
H 2.22 -3.76 -0.09
S 0.60 5.83 2.33
C -0.15 6.41 1.13
I 3.35 -0.70 -1.49
O 3.07 1.98 -5.91
C 3.59 2.99 -6.01
C 2.48 8.34 0.52
N 2.47 7.65 -0.72
C 1.41 6.89 -1.01
S -0.21 7.22 -0.30
N 1.29 6.21 -2.17
C 2.36 6.35 -3.15
H 2.92 9.33 0.41
H 2.91 7.68 1.28
H 1.42 8.38 0.85
H 3.40 7.55 -1.18
H 0.31 5.97 -2.44
H 3.03 7.15 -2.80
H 1.93 6.58 -4.14
H 2.95 5.41 -3.26
N 6.69 -4.39 2.02
C 5.72 -3.49 1.72
N 5.35 -3.35 0.43
N 5.12 -2.86 2.76
C 4.13 -2.14 2.53
N 3.30 -1.28 2.38
H 7.43 -4.65 1.38
H 7.03 -4.30 3.01
H 5.75 -3.96 -0.30
H 4.72 -2.63 0.10
*
```

***

Record 9
Density functional theory data (wB97M-V/def2-TZVPD) for a structure of composition C27H64N2O13Sr in a non-equilibrium geometry.

The value obtained for the energy relative to the best compared isomer or geometry (same formula, charge and spin) is 0.0 kcal/mol. As for the gap between HOMO and LUMO: 0.2197 Ha. For the HOMO energy, the calculation gives -7.86 eV. As for the lowest unoccupied orbital energy: -0.069 hartree.

Structure (ORCA input):
```
! wB97M-V def2-TZVPD RIJCOSX def2/J DEFGRID3
* xyz 0 1
Sr -3.41 -0.22 2.75
C 0.39 -0.98 0.25
C 0.62 -1.16 -1.13
C -0.48 -0.76 -2.08
O -0.37 -0.90 -3.30
C -1.69 -0.24 -1.57
C -1.96 -0.12 -0.23
C -0.79 -0.45 0.75
O -1.04 -0.33 1.99
O -3.06 0.24 0.28
O 1.72 -1.55 -1.53
H 1.15 -1.18 1.00
H -2.47 -0.04 -2.29
C -0.48 -4.71 -0.78
O 0.75 -4.45 -0.09
H -1.18 -5.11 -0.06
H -0.81 -3.72 -1.12
H -0.30 -5.33 -1.66
H 1.13 -3.63 -0.44
C -3.88 0.81 -4.87
C -2.64 1.61 -5.28
O -1.79 1.77 -4.15
H -3.53 -0.20 -4.61
H -4.54 0.60 -5.71
H -4.36 1.27 -4.01
H -2.87 2.60 -5.68
H -2.14 1.08 -6.10
H -1.65 0.91 -3.75
C 6.04 1.63 -0.29
C 4.94 0.60 -0.19
O 4.74 0.00 -1.46
H 6.99 1.22 -0.65
H 6.22 2.05 0.70
H 5.76 2.41 -0.99
H 4.01 1.06 0.14
H 5.26 -0.15 0.55
H 3.89 -0.46 -1.46
C -0.54 -2.70 -8.59
C -0.45 -1.82 -7.37
O -1.04 -2.58 -6.30
H -0.04 -2.30 -9.47
H -1.57 -2.87 -8.89
H -0.14 -3.70 -8.39
H -0.96 -0.88 -7.55
H 0.59 -1.68 -7.06
H -1.18 -2.01 -5.53
C -5.40 4.03 -1.31
C -4.28 2.99 -1.25
O -4.86 1.73 -0.98
H -5.95 3.94 -2.24
H -4.93 5.02 -1.26
H -5.99 3.98 -0.39
H -3.57 3.30 -0.46
H -3.67 3.02 -2.16
H -4.11 1.15 -0.75
C 0.52 3.97 -1.24
C 0.94 2.53 -1.22
O 1.42 2.20 0.08
H 0.31 4.34 -2.24
H 1.29 4.60 -0.79
H -0.41 4.16 -0.69
H 1.68 2.27 -1.99
H 0.11 1.88 -1.55
H 1.22 1.27 0.26
C 4.65 -4.02 0.21
C 3.97 -3.34 1.39
O 2.95 -4.13 2.00
H 5.01 -5.03 0.46
H 5.54 -3.47 -0.08
H 3.93 -4.23 -0.58
H 3.48 -2.43 1.02
H 4.74 -3.04 2.10
H 2.19 -4.10 1.41
C 1.81 -3.16 5.29
C 1.21 -1.94 4.58
C 2.31 -1.04 4.04
O 1.70 0.16 3.58
C 2.50 0.95 2.74
N 0.38 -2.43 3.48
H 2.44 -2.94 6.15
H 2.34 -3.83 4.61
H 0.95 -3.73 5.66
H 0.62 -1.38 5.32
H 2.79 -1.53 3.19
H 3.06 -0.79 4.81
H 3.45 1.30 3.18
H 1.97 1.89 2.62
H 2.63 0.52 1.74
H 0.03 -1.65 2.91
H 1.02 -2.87 2.82
C -1.61 4.08 3.48
C -1.81 2.59 3.33
C -1.82 1.88 4.70
O -2.25 0.51 4.67
C -2.17 -0.04 5.99
N -3.01 2.34 2.50
H -2.29 4.50 4.24
H -1.88 4.62 2.57
H -0.61 4.40 3.78
H -0.97 2.17 2.78
H -2.44 2.47 5.38
H -0.78 1.84 5.04
H -2.90 0.46 6.63
H -1.17 0.07 6.39
H -2.40 -1.11 5.98
H -3.82 2.88 2.80
H -2.91 2.52 1.51
*
```

***

E in eV, matching the order above: -16122.4411 -85137.9309 -28602.3540 -7707.1766 -18116.8760 -36468.3992 -90888.5242 -164415.5588 -59469.1008